Version i
This record from OMol25 describes the molecule C4H6N2. The level of theory is wB97M-V/def2-TZVPD.

Output
- LUMO level (eV) = 0.8
- HOMO-LUMO gap (eV) = 8.933
- charge = 0
- SMILES = [H]/N=C1\[C@H]2CN[C@@H]12
- HOMO (eV) = -8.10

Positions of all 12 atoms, in Å:
N: -0.08 -1.80 1.64
C: -0.55 -0.91 0.92
C: -1.06 0.11 0.11
C: 0.45 0.54 0.58
C: 0.80 0.40 -0.91
N: -0.62 0.18 -1.25
H: -1.93 0.65 0.47
H: 0.39 1.58 0.94
H: 0.72 -1.13 1.74
H: 1.46 -0.45 -1.14
H: 1.21 1.29 -1.41
H: -0.84 -0.62 -1.83

Version ii
This record from OMol25 describes the molecule C4H6N2. The level of theory is wB97M-V/def2-TZVPD.

Output
- LUMO level (eV) = 0.9
- HOMO-LUMO gap (eV) = 9.390
- charge = 0
- SMILES = C=C(C#N)NC
- HOMO (eV) = -8.49

Positions of all 12 atoms, in Å:
C: 1.12 -1.38 -0.01
N: -0.16 -0.72 -0.14
C: -0.44 0.63 -0.02
C: -1.70 1.10 0.02
C: 0.66 1.54 0.02
N: 1.55 2.29 0.06
H: -0.97 -1.34 -0.08
H: 1.23 -2.12 -0.81
H: 1.97 -0.70 -0.08
H: 1.18 -1.91 0.95
H: -2.56 0.44 -0.02
H: -1.89 2.17 0.09

Version iii
This record from OMol25 describes the molecule C4H6N2. The level of theory is wB97M-V/def2-TZVPD.

Output
- LUMO level (alpha / beta) (eV) = 0.6 / 0.7
- HOMO-LUMO gap (alpha / beta) (eV) = 7.597 / 8.201
- charge = 0
- HOMO (alpha / beta) (eV) = -7.03 / -7.47

Positions of all 12 atoms, in Å:
C: 0.35 0.27 -1.62
N: 0.43 0.50 -0.32
C: -0.67 0.97 0.49
C: -0.89 -0.03 1.35
N: 0.10 -1.06 1.18
C: 1.16 -0.33 0.50
H: -0.31 -1.53 0.33
H: -0.19 0.93 -2.28
H: 0.95 -0.54 -1.99
H: -1.18 1.90 0.28
H: -1.70 -0.17 2.05
H: 1.94 -0.91 0.03

Version iv
This record from OMol25 describes the molecule C4H6N2. The level of theory is wB97M-V/def2-TZVPD.

Output
- LUMO level (eV) = 0.8
- HOMO-LUMO gap (eV) = 7.546
- charge = 0
- HOMO (eV) = -6.74

Positions of all 12 atoms, in Å:
N: 2.16 0.06 0.21
C: 0.90 0.28 0.15
C: -0.12 1.24 0.08
C: -1.36 0.59 -0.17
C: -1.25 -0.76 -0.25
N: 0.17 -1.06 0.02
H: 0.73 -1.53 -0.69
H: 2.70 0.92 0.29
H: 0.04 2.31 0.11
H: -2.30 1.11 -0.29
H: -1.97 -1.56 -0.37
H: 0.31 -1.58 0.89

Most stable structure - version ii; separation to the second - 0.0388 hartree.